[1]
74
Properties=species:S:1:pos:R:3 method="wB97M-V/def2-TZVPD" total_energy_ev=-69335.5722 max_force_ev_per_a=3.56 orbital_gap_ev=2.517
F 4.9047 1.9670 -0.3930
C 4.1944 1.6173 0.7277
C 4.4922 2.2597 1.9314
C 3.9410 1.7196 3.0947
F 4.3643 2.1992 4.3080
C 3.0208 0.6933 3.0633
C 2.5060 0.2871 1.8065
C 1.2221 -0.3169 1.7202
C 0.4904 -0.3664 0.5202
C -0.8030 -0.8885 0.4699
C -1.4837 -1.3153 -0.7102
C -2.7790 -1.8946 -0.5885
C -3.4579 -2.2712 -1.7343
F -4.7246 -2.7941 -1.6010
C -2.9371 -2.1239 -3.0222
C -1.6430 -1.6041 -3.1051
F -1.0931 -1.4499 -4.3597
C -0.8953 -1.2057 -2.0031
C 3.2386 0.6172 0.6355
H 5.1616 3.1096 1.9691
H 2.6452 0.2268 3.9785
H 0.7174 -0.5736 2.6643
H 0.9216 0.1018 -0.3748
H -1.3713 -0.9376 1.4065
H -3.2199 -2.0262 0.3996
H -3.4939 -2.4189 -3.8990
H 0.1148 -0.8156 -2.1171
H 3.0186 0.1371 -0.3198
C 4.5197 -8.6209 6.3079
C 4.2920 -7.6574 5.2126
C 4.4608 -7.8854 3.8611
C 4.1063 -6.7504 3.0494
C 3.6563 -5.6829 3.7986
B 2.8615 -4.3537 3.2766
C 3.9981 -3.1569 3.0376
C 4.5784 -2.9475 1.7941
C 5.6533 -2.0607 1.6578
C 6.1009 -1.3573 2.7658
C 7.2703 -0.4098 2.6443
F 6.9128 0.8683 3.0052
F 8.3139 -0.7613 3.4514
F 7.7541 -0.3241 1.3679
C 5.5049 -1.5279 4.0092
C 4.4373 -2.4228 4.1340
O 2.2371 -4.9260 2.1028
C 0.8678 -4.6202 2.2650
C 0.6546 -3.2652 1.6328
C -0.0165 -5.6452 1.5729
C 0.6755 -4.5340 3.8697
C -0.4224 -3.5764 4.3322
C 0.4570 -5.9111 4.4897
O 1.9239 -4.0106 4.3022
S 3.6695 -6.0489 5.4857
H 4.8397 -9.5663 5.8578
H 5.2913 -8.2709 7.0065
H 3.5902 -8.7749 6.8710
H 4.7914 -8.8370 3.4484
H 4.1813 -6.7671 1.9655
H 4.2361 -3.4975 0.9211
H 6.1415 -1.9219 0.6998
H 5.8585 -0.9650 4.8673
H 3.9737 -2.5637 5.1069
H -0.3839 -2.9304 1.6931
H 1.2954 -2.5160 2.1248
H 0.9499 -3.2874 0.5745
H -1.0665 -5.3341 1.6515
H 0.2421 -5.6964 0.5097
H 0.0945 -6.6380 2.0227
H -1.3908 -3.8752 3.9088
H -0.4974 -3.6176 5.4251
H -0.1908 -2.5452 4.0395
H -0.5774 -6.2360 4.3076
H 1.1496 -6.6616 4.0833
H 0.6073 -5.8518 5.5750

[2]
68
Properties=species:S:1:pos:R:3 method="wB97M-V/def2-TZVPD" total_energy_ev=-43575.4380 charge=-1 max_force_ev_per_a=1.09 orbital_gap_ev=4.808
B 5.0993 0.7093 0.9313
C 3.9213 1.4023 -0.0246
C 3.8061 2.8842 0.3561
C 2.6297 0.5887 0.1370
C 1.3032 1.2929 -0.2359
C 0.4817 1.5461 1.0367
H 4.6573 0.7311 2.0895
H 5.2685 -0.4717 0.6277
H 6.1397 1.3578 0.8972
H 4.2801 1.3052 -1.0502
H 2.8089 3.3199 0.2511
H 4.4603 3.4691 -0.2950
H 4.1696 3.0492 1.3695
H 2.7290 -0.2846 -0.5120
H 2.5607 0.2042 1.1536
H 1.4589 2.2189 -0.7824
H 0.6833 0.6501 -0.8681
H 0.4204 0.5840 1.5422
H -0.5272 1.9057 0.8293
H 1.0266 2.2241 1.6914
C 0.4604 -2.4635 -0.2734
C -0.5688 -1.9657 0.5157
C -0.7354 -2.4154 1.8135
C 0.1254 -3.3778 2.3258
C 1.1509 -3.8923 1.5258
C 1.3189 -3.4262 0.2282
C 2.0637 -4.9483 2.0390
O 2.9413 -5.4180 1.3458
C 1.8519 -5.4419 3.4308
C 2.6702 -6.4514 3.9220
C 2.4956 -6.9154 5.2140
C 1.5041 -6.3711 6.0239
C 0.6836 -5.3682 5.5381
C 0.8516 -4.9026 4.2397
C -0.0567 -3.8372 3.7273
O -0.9254 -3.3716 4.4378
H 0.5913 -2.0931 -1.2813
H -1.2355 -1.2151 0.1111
H -1.5263 -2.0214 2.4362
H 2.1255 -3.8139 -0.3775
H 3.4434 -6.8631 3.2884
H 3.1353 -7.7011 5.5947
H 1.3734 -6.7304 7.0364
H -0.0896 -4.9391 6.1600
C -3.5040 2.9395 0.4724
C -4.1574 4.1526 0.2816
C -4.3577 4.6422 -0.9978
C -3.8990 3.9231 -2.0946
C -3.2354 2.7091 -1.9016
C -3.0446 2.2199 -0.6166
C -2.7092 1.9301 -3.0560
O -2.1652 0.8588 -2.8946
C -2.8848 2.5000 -4.4219
C -2.3579 1.8178 -5.5112
C -2.5204 2.3262 -6.7881
C -3.2156 3.5152 -6.9840
C -3.7413 4.1997 -5.9022
C -3.5737 3.6983 -4.6171
C -4.1286 4.4603 -3.4631
O -4.7490 5.4898 -3.6374
H -3.3428 2.5608 1.4730
H -4.5055 4.7195 1.1350
H -4.8649 5.5840 -1.1535
H -2.5234 1.2835 -0.4748
H -1.8194 0.8943 -5.3503
H -2.1032 1.7968 -7.6346
H -3.3436 3.9092 -7.9838
H -4.2795 5.1263 -6.0453

[3]
75
Properties=species:S:1:pos:R:3 method="wB97M-V/def2-TZVPD" total_energy_ev=-143272.1634 charge=+2 max_force_ev_per_a=2.68 orbital_gap_ev="4.161 / 4.250"
Tl 0.4937 1.6985 1.7624
O -0.5353 -0.2013 0.5849
P -0.1449 -1.3737 -0.2690
C 1.6833 -1.5340 -0.5185
P 2.5212 0.0461 -1.0077
O 2.2287 1.0669 0.0296
C 4.2873 -0.3707 -1.0602
C 5.0936 -0.0763 -2.1515
C 6.4687 -0.2381 -2.0369
C 7.0202 -0.7036 -0.8542
C 6.2098 -1.0071 0.2317
C 4.8377 -0.8443 0.1286
C 1.9791 0.5494 -2.6455
C 2.1458 -0.2590 -3.7670
C 1.6672 0.1678 -4.9931
C 1.0316 1.3986 -5.1013
C 0.8695 2.2049 -3.9850
C 1.3510 1.7867 -2.7566
C -0.6103 -2.9402 0.5268
C 0.1557 -4.0980 0.4841
C -0.3101 -5.2554 1.0936
C -1.5337 -5.2578 1.7447
C -2.3031 -4.1027 1.7864
C -1.8463 -2.9483 1.1717
C -0.9888 -1.4246 -1.8609
C -0.7894 -2.5095 -2.7149
C -1.4659 -2.5704 -3.9190
C -2.3523 -1.5592 -4.2659
C -2.5675 -0.4896 -3.4090
C -1.8902 -0.4234 -2.2010
H 1.9074 -2.3197 -1.2402
H 2.0890 -1.7961 0.4610
H 4.6700 0.2919 -3.0766
H 7.1082 0.0136 -2.8720
H 8.0909 -0.8381 -0.7761
H 6.6419 -1.3715 1.1538
H 4.2041 -1.0705 0.9780
H 2.6550 -1.2130 -3.6866
H 1.7979 -0.4517 -5.8700
H 0.6763 1.7371 -6.0654
H 0.3746 3.1626 -4.0751
H 1.2451 2.4052 -1.8748
H 1.1170 -4.1164 -0.0127
H 0.2846 -6.1580 1.0593
H -1.8867 -6.1634 2.2187
H -3.2613 -4.1152 2.2897
H -2.4501 -2.0476 1.1605
H -0.1226 -3.3153 -2.4282
H -1.3156 -3.4099 -4.5844
H -2.8877 -1.6130 -5.2044
H -3.2684 0.2869 -3.6840
H -2.0525 0.4021 -1.5192
Br -2.5386 5.2253 7.0791
C -2.7948 5.4960 5.2405
C -3.2219 6.7256 4.7472
N -3.3782 6.8577 3.4548
C -3.1800 5.9595 2.5303
C -2.7535 4.7106 2.9659
C -2.5626 4.4761 4.3142
C -2.5206 3.6074 1.8585
O -2.5940 3.9883 0.7118
O -2.2775 2.4672 2.3537
H -3.4341 7.5764 5.3863
H -3.3510 6.1834 1.4807
H -2.2384 3.5085 4.6656
N -2.6461 -0.1638 2.0854
C -2.6148 -0.3892 3.5395
C -1.0704 -0.7126 3.9327
O -0.9447 -1.0770 5.1035
O -0.3087 -0.5275 2.9915
H -3.3531 -0.7097 1.5997
H -1.6859 -0.4026 1.7334
H -2.7377 0.8754 1.8982
H -3.2399 -1.2176 3.8597
H -2.8769 0.5106 4.0894